Entry 1:
Here is a cluster of 2 separate species, C4H7NO in total from OMol25. Energies are from ωB97M-V/def2-TZVPD.

Values from the calculation:
F_max (eV/A): 0.6
Gap between HOMO and LUMO (eV): 8.045
Energy (eV): -7792.855
ΔE to the lowest compared entry with this formula, charge and spin (kJ/mol): 655.0

Atoms and positions in Å:
C 0.96280 -0.00282 0.36636
H 0.32366 2.06426 0.13629
C 0.99245 -0.92003 -0.78319
H 0.61108 -1.92197 -0.59278
C -1.49912 -0.19607 0.70427
H -1.63254 -1.22623 0.39775
H 1.56286 1.57750 -1.13436
H 1.73063 -0.85261 -1.58696
C 0.83803 1.25653 -0.38190
H -2.03907 0.52332 0.09682
H -1.57933 -0.02221 1.76779
N -0.04936 0.13948 -0.78831
O 0.43984 -0.25709 1.52688

Entry 2:
Here is a structure of composition C13H30CoO6P2S4Sb from OMol25. Energies are from ωB97M-V/def2-TZVPD.

Values from the calculation:
F_max (eV/A): 0.3
Gap between HOMO and LUMO (spin up / spin down) (eV): 5.245 / 5.235
Energy (eV): -132344.976
Multiplicity: 2
Net charge: -1
<S²>: 0.801

Atoms and positions in Å:
C 3.16445 1.43556 -1.55465
H 0.05301 -3.83854 2.71532
H -4.92389 0.29383 -0.82912
H 2.11237 -3.38798 -2.21657
O 1.19770 -1.36138 -0.80546
H -1.03114 0.47368 -1.00407
Co 1.23551 1.42449 2.58125
H 0.65199 -0.75567 -2.70845
H 3.75618 0.81791 -0.87322
Sb 2.03115 4.23502 3.92129
H 1.71263 -2.72354 -3.80959
S 3.05561 2.60833 2.47390
H -4.54556 1.24841 1.40359
O -0.40003 0.16257 2.56938
H -0.80742 -2.73666 -3.11192
H -2.64717 2.34518 -0.72474
C 3.27466 2.89325 -1.18488
C -0.05015 -3.05204 1.96681
H 0.18469 -3.46548 0.98650
H -3.23008 -0.17119 -0.96556
S 0.14065 2.76166 3.90788
H 4.58618 1.39373 -3.15133
H -2.46449 -4.37551 2.33243
C -0.46851 0.70225 -0.09675
H 3.38485 0.09904 -3.24873
H -3.07101 3.17089 0.78047
H -1.27880 -1.92874 -1.60516
H 4.31406 3.21132 -1.27248
H -0.40549 1.78769 0.03144
H 2.86683 -1.88699 -2.75860
C -4.04075 0.00553 -0.25864
H 2.95221 3.07747 -0.15993
H -4.24785 -0.92844 0.25865
O 1.95819 0.12780 1.04338
H 0.66387 -2.26244 2.19266
S 1.56574 6.16422 2.81262
H 2.66916 3.49655 -1.86280
O -2.62499 0.77109 1.60798
C -3.41052 2.44454 0.04592
C -2.51670 -3.53944 1.63504
P -1.25772 0.04272 1.37590
H -0.32962 -3.40872 -1.54522
H -2.35144 -3.92024 0.62714
H -4.31586 2.82379 -0.42848
H 2.93534 1.76189 -3.66320
C -1.46277 -2.51356 1.98561
H -1.67311 -2.06211 2.95871
O 1.75730 1.02583 -1.41135
C -3.70819 1.11746 0.71472
C 0.80406 -1.68842 -2.15622
H -3.51622 -3.11082 1.68717
C 3.53665 1.14818 -2.99241
P 1.23260 0.12045 -0.23986
C 1.94575 -2.46751 -2.77576
C -0.48501 -2.48402 -2.10126
O -1.56419 -1.45818 0.97631
S 3.08535 4.33526 5.92436

Entry 3:
Here is a structure of composition C48H72F2I2O25S2 from OMol25. Energies are from ωB97M-V/def2-TZVPD.

Values from the calculation:
F_max (eV/A): 2.5
Gap between HOMO and LUMO (eV): 7.456
Energy (eV): -145429.000
ΔE to the lowest compared entry with this formula, charge and spin (kJ/mol): 0.0

Atoms and positions in Å:
H -0.62086 -5.13493 -1.69051
H 2.93861 -11.79318 3.76454
C 3.73100 5.23800 3.35290
O 6.87871 6.12038 4.73230
C -3.13374 4.40631 0.43284
C 7.74236 5.93495 5.85540
C 4.09232 4.13264 2.66813
O -1.85283 -2.19372 -2.11954
C 0.04024 -8.94251 -1.61199
H 8.75707 6.21949 5.57070
H 0.02057 -0.02185 -2.36645
C 2.75339 -10.99369 3.05236
C 3.85113 3.91212 1.20561
H -2.49234 3.06420 -2.94755
C 2.01885 4.25303 -1.46703
H -2.25253 -3.64479 -0.70851
C -2.18221 0.91759 -3.27076
H 6.83466 2.46515 -1.65878
C -3.22570 -1.57870 6.10557
H 2.39199 1.17534 -3.09410
H 2.32165 5.06880 -0.81809
O -3.11390 3.68823 -0.76992
H -4.13623 4.78868 0.66341
O 5.65519 7.86174 3.99563
C 0.61919 4.66815 -1.89582
C -4.32592 -3.21314 5.01364
H -0.89390 0.79619 -4.96772
O -1.23919 -3.97607 -3.31067
C -3.63273 -0.76412 -7.70510
H -3.88544 0.04136 -7.02016
H 3.94435 6.20719 2.90311
C 1.51430 0.05065 5.54014
C -4.20076 1.96572 -2.10118
C 4.90865 3.43856 -1.76195
H 4.77646 3.59062 0.73594
C 1.29189 -10.61245 2.95255
H 1.01780 -9.78981 3.60736
H 0.77257 -9.69764 -1.33338
C 6.29604 7.33915 4.84575
C -0.27385 -7.57165 0.15064
O -0.07197 -6.73021 0.96733
C 1.45563 1.59967 -2.74881
H 0.74183 -0.49622 7.51056
H -0.27712 -1.00509 6.15202
H -2.80878 3.81205 1.29579
F -0.27024 4.96318 -0.87028
H 6.36397 6.39519 7.47935
C 1.07938 1.63871 3.55061
C -2.99101 -2.96599 4.34728
H -2.71564 0.12140 -3.78552
C 0.75241 -0.90015 6.50155
C -3.91055 2.52981 -0.70929
C 2.51246 2.93088 -0.79786
H 2.72482 0.36675 3.19511
O -4.17599 -2.53318 6.25966
H 1.31608 2.52710 -3.29769
H -7.55743 1.89677 -5.51510
C 6.24052 3.04400 -2.36379
O 1.17377 -10.22855 1.57969
H 4.66111 3.36892 3.19739
H -5.09728 2.46941 -2.46832
O 3.22683 -0.89169 0.77021
H 1.92691 0.91730 6.05669
H 3.21705 5.18546 4.30663
C 2.62141 2.99110 0.81730
S 1.21338 3.94633 1.55128
C -8.01598 1.33892 -4.70262
H -4.87735 2.81088 -0.26590
H 3.56640 4.89810 0.83753
H 2.56652 4.30933 -2.40563
F 4.19972 1.40032 1.44732
O -1.90609 -1.55500 -8.99273
C 0.03600 2.04573 -0.81225
H -2.13135 -8.74848 -1.58501
H -1.52635 -0.31730 -7.38846
C -1.32168 -9.19814 -1.00603
H -4.53435 -4.26806 5.17281
C -0.82702 1.22264 -3.96907
H -0.76812 0.72664 0.65705
H 6.83529 3.91976 -2.61386
H 0.32082 1.82600 2.79558
C 1.46636 1.79713 -1.21447
H -1.53297 -10.25498 -0.86459
H 6.10271 2.49746 -3.29451
C -2.17567 -1.15739 -7.64355
H 7.74164 4.89561 6.17376
H -3.51076 1.75242 -0.04380
O -3.77802 -0.34027 -9.06516
H 0.08702 4.02272 -2.58982
H 2.30738 -0.53661 5.07574
O -2.34546 -2.28969 -4.31067
H 0.45107 -3.79827 -2.14069
H -2.44835 5.24508 0.33337
H 0.82960 -0.07862 -3.90530
H -0.97141 2.51036 1.06556
H 1.46194 5.17624 1.08125
H -5.15643 -2.76468 4.46507
O -8.65998 1.55495 -2.51081
H 3.21121 1.92385 3.66091
C 2.16271 -10.83845 0.88641
H 1.18665 -1.89786 6.45948
H -0.79120 -2.68929 -0.39301
O 1.03442 -0.47290 1.44833
H -1.98801 -1.97404 -6.95171
C -2.80542 -0.93990 -9.79874
H -3.55901 2.29100 -4.09205
O -2.75291 -0.92694 -10.98385
H 0.01053 -8.85691 -2.69575
H 1.09437 2.50617 4.21488
C 2.82239 1.61156 1.52985
H -0.37693 0.82936 4.84624
O 1.76234 0.41651 -0.74194
H 0.74611 5.61574 -2.43009
H -4.30073 -1.60763 -7.52311
C 2.50610 1.42251 3.00883
O 3.04946 -11.42451 1.71818
I 4.93064 5.56215 -1.59092
H -2.24688 -3.72357 4.59929
H -0.75408 2.31078 -3.99374
O 6.54647 7.88031 6.06420
C -7.50662 0.84415 -2.56332
O -2.58353 -1.71518 4.91329
H 0.62487 -11.45538 3.14104
C -1.85847 -2.77577 -3.33901
O -2.98859 -0.73728 6.90636
H 7.88502 7.30574 7.54815
H -4.46796 0.91522 -1.99164
H -9.88539 2.25160 -4.04056
C -0.61589 1.76103 0.36416
C 0.56442 0.47738 4.41414
C 0.36052 0.60189 -3.18987
C 7.14362 6.87170 6.88229
H -8.44255 3.22501 -3.69743
H -8.59471 0.51282 -5.11978
H -0.60744 2.46081 -1.58965
H -2.00868 0.55098 -2.25506
O -7.01776 0.80725 -3.82737
C -8.83334 2.20852 -3.77105
H 3.39226 -10.14371 3.29630
H -3.06704 -2.88938 3.26559
S 2.16037 0.06625 0.73186
H 0.31291 -0.39182 3.80586
O 2.23218 -10.84772 -0.30072
C -1.38834 -3.16265 -1.16907
I 4.63090 0.56084 -1.74211
O 0.41268 -7.69318 -1.00832
C 3.93666 2.57217 -1.39994
C -3.07473 2.15922 -3.11661
O -1.22764 -8.52597 0.25487
C -0.59051 -4.10566 -2.03724
O -6.99607 0.32490 -1.62686

Entry 4:
Here is the molecule C4H10N2O from OMol25. Energies are from ωB97M-V/def2-TZVPD.

Values from the calculation:
F_max (eV/A): 3.3
Gap between HOMO and LUMO (eV): 10.322
Energy (eV): -9337.477
SMILES string: CNC(=O)[C@@H](C)N
ΔE to the lowest compared entry with this formula, charge and spin (kJ/mol): 145.7

Atoms and positions in Å:
H -2.17469 0.10883 -0.75323
H 2.70602 -0.12624 1.06202
H -3.20702 -0.92750 0.27833
H -1.43775 -2.08315 -0.31319
H -2.26143 0.34859 1.04495
H 0.35394 1.37621 -1.49368
C 0.08120 -1.01687 -0.21709
C 2.21318 0.32191 0.20494
O 0.75626 -1.88707 -0.70178
H 2.54688 -0.04658 -0.76252
N 0.02214 1.32999 -0.53882
H 0.40369 0.41252 1.29042
N -1.16949 -1.37163 0.37237
C -2.28343 -0.35169 0.22126
H 2.49774 1.37293 0.22267
C 0.69485 0.31097 0.24959
H 0.25790 2.22880 -0.16626

Entry 5:
Here is a cluster of 2 separate species, C5H11NO in total from OMol25. Energies are from ωB97M-V/def2-TZVPD.

Values from the calculation:
F_max (eV/A): 6.4
Gap between HOMO and LUMO (eV): 8.976
Energy (eV): -8898.385
SMILES string: C=CC(=C)NC.O
ΔE to the lowest compared entry with this formula, charge and spin (kJ/mol): 319.5

Atoms and positions in Å:
N 1.22389 -0.76598 -0.62248
C 1.59356 -1.57482 0.55396
H -2.43725 0.97628 -1.69221
H 1.33624 -0.94303 1.42045
H 1.89524 -0.02778 -0.73742
H -1.90934 2.56878 -1.58334
H 0.50598 0.96525 1.58137
C -1.19605 -1.19635 -0.48927
H -2.25354 -0.92476 -0.50106
H -1.03515 -2.23763 -0.30246
C -1.44684 1.52349 -1.52376
O 0.49080 1.78624 2.12259
H -0.19325 1.72340 2.66900
H 0.34320 1.78830 -0.46547
H 2.64403 -1.90518 0.54828
C -0.36901 1.03482 -0.87793
C -0.14901 -0.36423 -0.69241
H 0.95652 -2.42679 0.59215

Entry 6:
Here is a cluster of 5 separate species, C36H58NO18P in total from OMol25. Energies are from ωB97M-V/def2-TZVPD.

Values from the calculation:
F_max (eV/A): 4.9
Gap between HOMO and LUMO (eV): 8.528
Energy (eV): -85901.708
SMILES string: CCOP(=O)(CC[C@@](CCC(=O)Nc1ccccc1)(OC)[C@H](C)OC)OCC.C[C@@H]1COC(=O)O1.C[C@@H]1COC(=O)O1.C[C@@H]1COC(=O)O1.C[C@@H]1COC(=O)O1

Atoms and positions in Å:
H 0.57742 2.99169 -9.25901
H 0.32675 0.35582 -11.62472
C 0.72804 1.00289 3.68614
H 1.46366 1.61460 -13.51124
H -1.34748 -2.02257 0.07137
C 3.57357 0.17771 5.29599
C 0.10073 1.34565 2.25072
C 3.66386 -0.73134 0.24836
C 0.91560 1.09954 -3.55971
C -0.94770 -2.13351 12.39455
C 4.43447 0.28566 6.57785
H -0.30027 -0.83180 2.00054
H 1.67196 1.97364 -3.55496
C -4.14771 -2.79045 3.04576
O 3.28991 -1.16746 1.55239
C -1.18109 3.84679 -6.94591
H 4.75446 -0.64647 0.21427
C -2.20501 -1.51161 -0.47990
C -0.53399 -0.69141 12.35678
H -2.93826 -2.35741 -0.76959
H 0.44073 2.03817 -1.59487
C 2.21974 -0.24641 8.06192
C -0.68370 -1.48291 10.27448
C -1.01844 -4.17127 -2.58811
H -0.98342 2.99770 -6.28509
H 1.99633 -0.61568 3.32647
H -5.11309 -2.43342 2.51409
H 5.54359 0.53630 6.50771
H -2.16890 1.07647 -13.27968
H -1.78763 0.12916 4.71904
H 0.07088 -0.29484 14.39202
H -4.28566 -2.49233 4.15088
H -0.14959 5.10940 -8.34848
C -1.94519 -0.86580 4.18947
O -2.96374 -2.21743 2.43971
C 1.39313 -0.34183 6.72121
O 3.11409 -3.23900 2.45674
C 3.73481 0.07213 7.94534
H -1.60137 4.63854 -6.32043
O 1.00556 4.86487 -6.67675
H 0.93498 0.66017 13.16743
N 1.34027 -0.27697 4.05125
O -1.38160 -2.35483 11.05628
C -1.44072 2.27981 -10.92273
C -2.28319 0.14298 1.68488
H -4.08575 -0.83599 0.61900
H 4.92968 -2.01996 -1.79123
C 0.08564 4.32251 -7.62356
C -3.03620 -0.43484 0.35091
C 0.50661 -0.32009 13.39072
O 3.25336 5.15773 -6.77050
O -0.01235 -0.57228 11.03540
O -2.82976 -0.92657 -3.10896
H 0.67503 0.11534 -14.04827
C 2.25146 4.64977 -7.18740
C 0.89380 3.22401 -8.24229
C -3.06757 2.02703 3.02278
H 2.04472 -1.71077 -0.79556
H -2.14264 1.99746 3.71566
H -1.92846 3.54492 -7.68183
H -3.93207 -0.53965 3.17564
H -1.75717 -2.32127 13.10188
C -0.63399 -2.88715 -3.50437
C 3.12026 -1.82962 -0.61854
H 4.36113 0.16072 8.90007
H -3.29110 3.15522 2.89098
O 2.20782 3.77492 -8.23353
O -2.21802 1.20522 -11.23359
C -0.69067 0.15909 1.54393
H 1.54258 0.17091 -3.83886
H 1.33650 -1.03227 13.39178
C 3.22264 -2.53080 1.49960
H 0.31661 -3.21319 -4.07817
H -2.51812 -1.53526 4.94075
C 3.84607 -1.99219 -1.93604
O -1.19075 0.82408 -2.09834
O 3.29970 -2.97445 0.21332
H -1.42565 -2.69659 -4.30265
H -2.04921 -4.09039 -2.11075
H -1.08137 -5.05926 -3.32834
H -0.07157 1.69465 -14.35522
O -0.25088 -1.71878 -2.73173
H 3.56895 -2.93640 -2.41135
H 0.76473 0.24160 -1.42256
H 0.14426 1.36055 -4.36494
C 0.25206 1.01991 -2.10397
H -0.31572 0.13293 0.44983
H -0.98010 -1.43607 3.95686
H -1.39704 -0.02102 12.43655
H -4.11519 -3.94500 3.04018
H 0.90424 2.30256 -7.65052
C 0.50190 1.10970 -13.63081
C 2.06336 -0.15468 5.34112
H -4.00662 1.59370 3.51831
H 1.02145 1.58187 1.58536
C -0.21867 1.02132 -12.30320
P -1.59608 -0.84100 -2.16793
C -1.66399 0.63420 -12.41518
O -0.30735 2.30048 -11.67875
C -2.84888 -0.80673 2.86625
H 3.22286 0.24125 0.02213
H 4.05488 0.34533 4.26900
O 0.69743 1.91117 4.57074
H -0.44324 2.33631 2.36105
H 0.27273 -0.55748 6.81497
H 1.72686 -0.41913 9.07178
O -1.71940 3.10146 -10.09546
H -0.16847 -4.39700 -1.86404
O -2.75393 1.51309 1.72147
H -3.24482 0.45526 -0.35846
O -0.66008 -1.51542 9.07812
H 3.60865 -1.17145 -2.61681
H -0.12124 -2.81948 12.60556
H -1.81068 -0.44693 -12.43049

Entry 7:
Here is a structure of composition C9H26ClHoI2N2P2S from OMol25. Energies are from ωB97M-V/def2-TZVPD.

Values from the calculation:
F_max (eV/A): 2.8
Gap between HOMO and LUMO (spin up / spin down) (eV): 6.579 / 2.668
Energy (eV): -96653.571
Multiplicity: 5
Net charge: +2
ΔE to the lowest compared entry with this formula, charge and spin (kJ/mol): 76.5
<S²>: 6.062

Atoms and positions in Å:
H -3.47063 2.23860 -2.17660
H 4.66895 1.21475 -2.99137
H -3.25573 -1.71730 -3.67709
H -3.28921 1.47320 -3.80255
H -4.66967 -1.20214 -2.66875
H 0.70743 -1.68815 2.96490
C -3.51748 -0.03989 -0.39639
C -0.64707 -1.58512 4.65287
I -0.27749 1.55823 0.50216
H -4.60046 -0.10564 -0.61770
H -3.30931 0.88317 0.16931
H 4.67955 -1.28625 -2.90828
C 0.44962 0.28721 3.41288
P 2.69831 -0.02735 -2.18362
I 0.00393 -1.05473 0.45310
H 3.69389 0.97024 -0.16270
N -0.48198 1.05212 4.12773
H -1.06824 -2.53646 4.29782
C 3.59365 -1.49162 -2.90507
S 1.77526 1.02529 2.57288
C 3.67680 -0.02643 -0.63029
H -3.21695 -0.91282 0.20789
Cl 0.12529 -0.50903 -5.92041
H -4.69198 1.04238 -2.74827
H 3.20921 1.53982 -4.01038
H 3.26705 -0.75508 0.09474
C -3.60137 -1.47678 -2.66297
H -0.90485 1.77364 3.52916
Ho 0.15629 -0.16481 -3.55852
N 0.24874 -1.03730 3.60322
P -2.59163 -0.04135 -2.02565
H 0.70751 0.86866 5.86455
C -3.62514 1.32235 -2.76727
H -0.65919 2.03070 5.92697
H 4.71194 -0.31819 -0.91465
H 0.80078 2.46269 5.03019
H 3.36256 2.29064 -2.37454
H 3.39533 -2.35648 -2.24561
C 0.14621 1.63061 5.31487
H -0.09801 -1.80330 5.58698
H 3.23943 -1.70605 -3.92697
C 3.57897 1.39406 -2.98245
H -1.48032 -0.88693 4.92995
H -3.43998 -2.32915 -1.98402

Entry 8:
Here is the ion C5H10N2O with charge +2 from OMol25. Energies are from ωB97M-V/def2-TZVPD.

Values from the calculation:
F_max (eV/A): 3.5
Gap between HOMO and LUMO (eV): 8.484
Energy (eV): -10352.224
Net charge: +2
SMILES string: C=C/C=[NH+]\C=[N+](\C)O
ΔE to the lowest compared entry with this formula, charge and spin (kJ/mol): 422.2

Atoms and positions in Å:
C -0.11992 -0.25617 2.29189
C 1.03332 0.38203 -0.75686
C -0.45804 -0.07890 -2.50765
H 0.41076 0.37490 -3.13518
H -2.32278 0.17687 2.40037
H -0.82111 -1.10490 -2.79867
H -1.41582 0.99545 1.13212
C -1.36754 0.23764 1.87386
H 1.97230 -0.06768 2.30183
N 1.60712 0.56624 0.46541
H 1.59920 0.91736 -1.52500
H -0.28502 -0.87897 3.20940
H 2.51289 1.06440 0.48995
O -0.75414 -1.03548 -0.36577
H -1.27483 -1.72442 -0.83315
H -1.32726 0.46107 -2.78068
C 1.11288 0.14669 1.67011
N -0.10201 -0.17614 -1.13197